Entry from the Open Molecules 2025 dataset: a molecular structure, C4H7NO2 (ωB97M-V/def2-TZVPD).

Its energy above the lowest of the compared OMol25 structures with the same formula, charge and spin is 3.594 eV. For the total energy, the calculation gives -9843.6859 eV. The LUMO energy is 0.67 eV. The calculation puts the frontier orbital gap at 10.88 eV.

```
! RIJCOSX wB97M-V def2-TZVPD def2/J DEFGRID3
* xyz 0 1
C -0.251 -0.123 -1.605
C -0.629 -0.431 -0.167
C 0.607 -0.841 0.710
N 0.824 0.329 1.590
C 0.457 1.455 0.993
O 0.559 2.614 0.905
O -1.114 0.717 0.510
H 0.525 0.652 -1.652
H -1.119 0.231 -2.169
H 0.140 -1.023 -2.093
H -1.401 -1.208 -0.131
H 1.489 -1.083 0.108
H 0.393 -1.687 1.368
H -0.481 0.398 1.634
*
```